This record from the Open Molecules 2025 dataset describes 16 unconnected molecules or ions with the total composition C40H120N24O16 at a distorted geometry. The level of theory is the ωB97M-V functional and the def2-TZVPD basis.

```
! RIJCOSX wB97M-V def2-TZVPD def2/J DEFGRID3
* xyz 0 1
O 4.991 -9.052 -0.355
O 0.745 -2.223 2.597
O -3.025 3.794 1.569
O 0.174 -6.235 9.769
O 7.337 6.692 -0.175
O -6.234 -2.338 0.282
O 7.081 -4.011 2.607
O -2.502 -0.873 12.642
O 7.780 0.139 -4.346
O 0.734 -0.376 -8.980
O -4.284 0.402 -4.801
O -1.560 -7.657 -0.249
O 8.203 0.506 6.050
O 1.202 2.478 9.142
O 2.683 -6.132 -5.790
O -9.119 -5.317 9.739
N -4.069 1.836 -6.503
N -2.343 -3.037 12.536
N 2.459 1.447 11.818
N 3.465 -6.160 11.354
N -4.499 -3.404 -0.714
N 8.677 3.631 4.303
N -4.141 1.893 1.904
N 0.512 -3.001 -9.913
N -7.316 -5.045 7.249
N 5.452 8.618 -0.597
N -1.429 -2.021 11.022
N 5.320 -7.844 -2.200
N 0.802 -5.957 -4.696
N 0.138 -8.511 0.835
N 0.769 -1.462 -0.974
N 5.795 -2.819 4.013
N -3.028 2.161 0.121
N 8.097 -2.184 -2.763
N 5.367 -9.982 -2.271
N 5.032 -4.524 2.962
N -0.349 -9.191 -1.246
N -5.417 -4.262 1.025
N 0.967 -7.485 -6.118
N -5.975 1.517 -5.577
C 2.556 2.810 11.215
C -2.124 -1.862 12.079
C -10.335 -5.171 10.382
C 6.881 5.745 -1.160
C -4.727 1.247 -5.555
C -0.223 -1.259 -11.686
C 1.177 -0.664 -7.666
C 1.571 -6.650 9.887
C 1.092 2.067 7.773
C 3.886 3.342 11.675
C 8.952 -1.148 -2.658
C 0.258 -1.916 1.341
C 9.067 -0.519 -4.070
C 1.293 -1.608 0.352
C 1.640 -0.816 -9.968
C 10.338 -1.516 -2.198
C -6.690 -2.864 8.103
C 2.903 -4.483 9.770
C 1.529 -6.524 -5.550
C -8.728 -4.137 9.131
C 7.023 10.219 -1.769
C 7.885 7.952 -0.786
C 6.623 8.774 -1.388
C -0.687 -7.326 9.954
C 6.057 -3.783 3.170
C 2.496 2.801 9.690
C 7.704 0.867 -5.521
C 5.125 -8.954 -1.527
C 8.666 1.847 6.009
C -0.123 -2.915 3.476
C 9.667 1.612 3.653
C -7.299 -4.242 8.451
C 2.387 -5.542 10.670
C -0.619 -8.376 -0.229
C -5.428 -3.244 0.182
C 8.314 0.098 7.425
C -3.414 2.674 1.193
C 8.525 2.204 4.528
C 0.922 -1.923 -10.762
C 1.968 -0.180 0.704
H 2.038 -2.403 0.340
H 6.869 4.679 -0.931
H 9.343 -1.135 -4.926
H 1.598 -2.471 -11.418
H 3.621 -5.545 12.140
H 11.001 -1.915 -2.966
H 6.225 8.314 -2.293
H 8.066 4.073 4.974
H 7.565 1.879 4.128
H 1.948 -6.621 8.864
H 9.729 1.898 6.248
H 8.640 -0.345 -1.990
H -1.809 -3.761 12.077
H 2.484 1.546 12.822
H -6.342 -2.394 9.022
H 2.053 -3.913 9.394
H 5.258 -5.429 2.574
H 0.195 -0.703 -12.526
H -0.490 -1.148 1.540
H -6.385 2.334 -6.005
H 4.233 -4.203 3.490
H 0.113 1.637 7.558
H 0.037 -7.704 -5.789
H 3.443 -3.665 10.246
H -10.500 -4.227 10.901
H 0.177 -2.240 -1.229
H 10.181 -2.246 -1.405
H 9.377 -0.015 7.639
H 9.731 0.523 3.662
H -4.479 2.315 2.757
H 5.403 -9.865 -3.274
H 8.298 8.426 0.104
H 0.212 -3.932 3.678
H -0.856 -0.586 -11.107
H 6.049 10.673 -1.953
H 1.359 0.549 1.238
H -6.571 0.997 -4.948
H 3.258 2.096 9.357
H 3.520 -4.870 8.959
H 6.693 0.825 -5.926
H -4.616 -4.860 0.885
H 2.638 -1.022 -9.581
H 8.138 2.451 6.747
H -1.267 -1.088 10.672
H 2.479 0.310 -0.125
H 2.666 -0.355 1.522
H 1.756 -7.656 10.264
H 10.587 2.125 3.932
H 8.336 3.917 3.396
H 6.602 -2.397 4.450
H 1.434 -7.682 -6.991
H -9.506 -3.892 8.408
H 8.230 1.821 -5.564
H -0.291 -8.223 9.477
H -0.805 -7.404 11.035
H -4.055 -4.308 -0.794
H -0.895 -9.014 -2.077
H -5.851 -2.968 7.414
H 1.816 -5.035 11.449
H -3.543 1.334 -0.145
H 1.351 -3.486 -9.629
H 7.141 -1.861 -2.807
H -4.465 0.964 1.677
H -6.689 -4.689 9.236
H -2.868 -3.141 13.392
H 1.391 2.867 7.096
H 8.154 0.242 -6.292
H 5.530 -10.901 -1.886
H 5.221 -6.948 -1.746
H 2.692 3.851 9.473
H 4.866 -2.756 4.404
H 1.021 -9.001 0.814
H -4.600 2.110 -7.317
H -1.737 -7.238 9.674
H -3.118 1.501 -6.555
H 5.871 5.873 -1.548
H 1.859 0.001 -10.656
H -0.131 -2.347 4.406
H 10.871 -0.710 -1.693
H 7.580 5.615 -1.986
H -2.498 2.661 -0.578
H 2.186 -0.314 -7.447
H 7.483 10.329 -2.751
H 1.498 1.144 11.752
H -0.070 -6.335 -4.354
H 8.082 -2.601 -1.843
H -1.139 -3.066 3.112
H 5.489 9.292 0.155
H -0.908 -1.985 -12.124
H 0.220 -0.630 -1.136
H 3.029 -6.925 11.850
H -7.360 -6.050 7.338
H -8.757 -3.273 9.795
H -1.361 -2.899 10.527
H 0.443 -0.234 -6.985
H 0.097 -2.718 -9.037
H 7.670 0.657 8.105
H -0.315 -2.734 0.905
H -7.506 -2.321 7.628
H -6.103 -4.419 1.749
H -8.157 -4.727 6.788
H 8.605 7.793 -1.589
H 5.751 7.789 -0.104
H 3.982 3.412 12.758
H 3.945 4.374 11.330
H 1.265 -1.732 -7.468
H 1.745 1.201 7.672
H 9.445 1.874 2.619
H 1.288 -5.177 -4.276
H 1.710 3.375 11.608
H 0.493 -9.747 -1.291
H 7.550 10.764 -0.985
H 7.867 -0.878 7.618
H 9.827 0.262 -4.098
H -10.539 -5.998 11.062
H -4.615 -2.812 -1.524
H -11.092 -5.283 9.605
H 4.655 2.667 11.297
H 5.031 -7.970 -3.160
H -0.140 -8.131 1.728
*
```

Summary:
**Molecular weight**: 1193.552 g mol⁻¹
**Energy above the lowest of the compared OMol25 structures with the same formula, charge and spin**: 1169.7 kJ/mol
**HOMO-LUMO gap**: 8.84 eV
**HOMO**: -9.021 eV



This record from the Open Molecules 2025 dataset describes 10 unconnected molecules or ions with the total composition C32H48F21N4O23S7 at a distorted geometry. The level of theory is the ωB97M-V functional and the def2-TZVPD basis.

```
! RIJCOSX wB97M-V def2-TZVPD def2/J DEFGRID3
* xyz -3 1
S 6.824 -0.217 -0.254
S -8.099 1.640 1.210
S 4.130 9.779 -7.813
S -0.175 -6.701 -0.688
S 2.595 -4.829 7.162
S 1.190 4.485 4.349
S -3.368 -0.747 -5.964
F 7.172 0.923 2.325
F -6.021 2.825 0.039
F -4.254 1.709 -4.941
F -7.046 1.525 -1.353
F -2.775 -7.152 0.110
F 3.374 6.029 4.039
F 2.430 7.709 -7.433
F -2.096 1.445 -4.956
F -3.144 1.765 -6.874
F -7.961 3.412 -0.745
F 5.566 -0.457 2.189
F 1.738 9.531 -6.539
F 4.121 -4.282 4.901
F 2.079 6.093 2.382
F -1.883 -5.525 1.191
F 3.484 8.364 -5.618
F 2.172 -5.206 4.572
F 3.885 -6.404 5.317
F 5.475 1.595 1.415
F -2.347 -5.264 -0.936
F 1.571 7.179 4.198
O 1.695 -5.942 7.445
O -0.435 -7.820 -1.569
O 5.630 -0.680 -0.946
O 0.329 -5.526 -1.392
O -7.994 2.756 2.153
O -9.486 1.326 0.722
O 7.476 0.878 -0.946
O 7.677 -1.308 0.160
O 0.057 4.243 3.460
O 2.565 2.257 -8.518
O 1.608 2.034 -2.373
O -4.488 -0.882 -6.885
O -7.226 0.521 1.551
O -2.050 -1.130 -6.529
O 4.790 10.629 -6.793
O 0.635 -7.067 0.531
O -3.649 -1.361 -4.709
O 2.124 3.306 4.323
O 1.923 -3.559 7.098
O 0.752 4.855 5.721
O 3.401 10.460 -8.905
O 5.101 8.780 -8.344
O 3.825 -4.855 7.939
N 0.448 0.101 -0.190
N 4.572 0.253 -7.272
N -4.397 0.702 5.893
N -4.039 -6.119 7.814
C 3.280 -5.197 5.355
C -3.143 -4.174 6.745
C 0.434 -0.505 -1.682
C -4.249 -3.436 7.073
C -5.129 -5.423 8.103
C 3.055 0.051 -7.655
C -4.442 2.088 5.388
C 0.744 -1.040 0.797
C -5.428 -1.420 6.227
C -2.187 -0.330 -0.146
C -0.999 0.695 -0.213
C -5.311 -4.090 7.745
C -3.223 1.221 -5.664
C -1.892 -6.095 -0.023
C -7.275 2.398 -0.346
C 5.516 -0.521 -8.176
C 4.660 -0.189 -5.801
C -4.211 -1.990 6.541
C 5.124 1.720 -7.326
C 2.828 8.757 -6.751
C 6.234 0.480 1.546
C -5.503 -0.069 5.854
C -3.201 0.249 6.426
C -3.972 -7.558 8.181
C 0.508 -0.577 2.262
C 1.312 3.118 -3.289
C -3.107 -1.147 6.729
C -3.010 -5.538 7.169
C 1.462 1.251 -0.033
C 1.332 2.469 -1.012
C 2.108 6.108 3.712
C 2.665 0.927 -8.815
H -4.196 -7.711 9.236
H -2.221 -0.902 -1.073
H -2.213 -1.569 7.165
H -4.611 -8.144 7.519
H -3.109 0.224 0.028
H 5.722 -0.216 -5.556
H 4.174 0.596 -5.223
H 2.436 0.274 -6.786
H 1.670 0.655 -9.168
H -6.342 -1.995 6.228
H -2.978 -7.996 8.088
H 1.391 -0.061 2.641
H 0.343 2.927 -0.975
H 1.815 -1.221 0.709
H -3.460 2.561 5.398
H -0.471 -0.141 2.459
H 0.546 3.807 -2.932
H -2.361 -3.664 6.203
H 5.062 2.170 -8.317
H 4.567 2.274 -6.571
H -0.189 -1.398 -1.699
H 4.156 -1.137 -5.612
H -6.265 -3.621 7.932
H 0.683 -1.446 2.897
H 2.088 3.224 -0.798
H -5.834 -5.964 8.715
H 5.277 -1.584 -8.127
H 6.556 -0.378 -7.883
H 3.025 -0.997 -7.955
H 0.883 2.661 -4.180
H 3.246 0.735 -9.717
H 2.298 2.690 -9.333
H -2.219 -6.149 6.759
H 1.490 -0.654 -1.908
H -2.039 -0.957 0.733
H -1.124 1.234 0.726
H 0.188 -1.950 0.571
H 2.148 3.727 -3.631
H 1.371 1.657 0.975
H -5.103 2.616 6.075
H -4.898 2.136 4.399
H 5.285 -0.090 -9.150
H -1.140 1.389 -1.040
H -6.410 0.418 5.530
H 0.116 0.271 -2.379
H 2.438 0.776 -0.133
H -2.388 0.958 6.445
H 6.139 1.660 -6.933
*
```

Summary:
**Molecular weight**: 1480.168 g mol⁻¹
**Energy above the lowest of the compared OMol25 structures with the same formula, charge and spin**: 481.5 kJ/mol
**HOMO-LUMO gap**: 2.87 eV
**HOMO**: -3.569 eV



This record from the Open Molecules 2025 dataset describes a molecular structure, C3H6O3Tm at a distorted geometry. The level of theory is the ωB97M-V functional and the def2-TZVPD basis.

```
! RIJCOSX wB97M-V def2-TZVPD def2/J DEFGRID3
* xyz 2 4
Tm -4.494 -2.021 -1.279
O -0.210 -0.556 0.002
O -2.347 -1.149 -0.264
O -1.371 0.597 -1.221
C -1.541 -0.219 -0.254
C 1.989 0.292 0.355
C 0.554 0.402 0.799
H 0.402 0.139 1.851
H 2.638 0.854 1.040
H 0.153 1.402 0.595
H -0.178 0.292 -1.302
H 2.314 -0.756 0.326
H 2.093 0.724 -0.649
*
```

Summary:
**Molecular weight**: 259.012 g mol⁻¹
**Energy above the lowest of the compared OMol25 structures with the same formula, charge and spin**: 109.2 kJ/mol
**HOMO-LUMO gap (alpha / beta)**: 5.79 / 6.95 eV
**HOMO (alpha / beta)**: -16.816 / -17.849 eV



This record from the Open Molecules 2025 dataset describes 13 unconnected molecules or ions with the total composition C11H48N6O17 at a distorted geometry. The level of theory is the ωB97M-V functional and the def2-TZVPD basis.

```
! RIJCOSX wB97M-V def2-TZVPD def2/J DEFGRID3
* xyz 0 1
O -0.266 -3.282 1.354
O 0.826 -1.171 -0.529
O 1.236 -1.425 3.098
O 5.609 -3.167 2.453
O 2.001 2.982 4.367
O 3.503 -3.142 0.811
O -0.917 2.063 4.871
O -1.303 1.501 -4.951
O -2.439 -1.581 -2.924
O 2.595 0.850 2.363
O 3.802 1.235 -1.052
O -2.610 4.141 0.179
O -3.330 -0.782 -5.476
O 2.226 -3.042 -1.775
O -3.940 -1.522 1.964
O -3.857 1.568 -1.360
O -3.158 0.787 3.487
N -1.177 3.556 -1.436
N -0.610 5.228 0.025
N 0.792 1.093 -5.846
N 0.545 1.012 0.208
N -1.012 0.057 -1.060
N -0.372 -0.512 -4.707
C -2.969 -0.591 1.539
C -2.210 0.000 2.753
C 0.236 1.283 4.547
C -0.350 0.756 -5.188
C 1.462 1.913 5.137
C 4.614 -3.907 0.336
C -4.089 -0.517 -4.327
C -3.854 -1.553 -3.225
C 0.194 -0.110 -0.469
C -1.535 4.334 -0.401
C 5.854 -3.513 1.092
H -2.213 -0.873 0.800
H -3.773 0.154 3.874
H -1.707 1.829 4.357
H -2.230 -2.459 -2.579
H 0.100 0.291 4.972
H 0.023 1.864 0.135
H -2.419 -0.605 -5.214
H -4.651 1.586 -1.904
H -3.456 0.290 1.124
H 0.195 -2.606 0.840
H -0.331 3.610 -1.971
H -1.676 -0.687 3.414
H 6.836 -3.975 1.003
H 4.751 -3.912 -0.744
H 4.422 -4.965 0.556
H -1.974 3.049 -1.801
H 0.272 5.315 -0.444
H 2.448 1.672 2.869
H 3.114 -2.745 0.020
H 1.506 0.409 -5.983
H -1.395 0.984 -1.105
H 0.354 -1.202 -4.788
H -0.791 5.852 0.788
H 1.928 -1.930 3.538
H -4.282 -2.491 -3.588
H 2.025 -2.831 -2.689
H 1.294 0.867 0.870
H 4.172 0.345 -1.057
H 2.286 1.194 5.147
H 0.372 1.277 3.466
H 1.406 3.738 4.403
H -3.779 0.459 -3.926
H 6.091 -2.514 0.671
H -3.908 2.379 -0.822
H 4.665 -3.171 2.636
H 3.524 0.633 2.509
H -1.372 -0.615 -1.728
H -1.454 0.640 2.292
H -1.142 -0.846 -4.132
H -0.093 -3.038 2.268
H -5.142 -0.337 -4.542
H 0.860 2.069 -6.071
H -4.344 -1.363 -2.268
H 2.847 1.100 -1.082
H -3.607 -2.206 2.550
H 1.765 -2.342 -1.253
H 1.715 -0.736 2.590
H 1.270 2.301 6.143
*
```

Summary:
**Molecular weight**: 536.530 g mol⁻¹
**Energy above the lowest of the compared OMol25 structures with the same formula, charge and spin**: 122.4 kJ/mol
**HOMO-LUMO gap**: 9.40 eV
**HOMO**: -9.453 eV



This record from the Open Molecules 2025 dataset describes a molecular structure, C17H16F9N3O10SeSn. The level of theory is the ωB97M-V functional and the def2-TZVPD basis.

```
! RIJCOSX wB97M-V def2-TZVPD def2/J DEFGRID3
* xyz 0 1
Sn -0.402 -1.276 -1.093
Se 1.612 0.955 -2.319
F -3.417 -4.011 1.730
F -3.446 0.126 2.235
F -5.023 -2.520 0.181
F -4.447 -1.709 2.749
F -3.568 -1.948 -1.311
F -1.349 -3.404 1.865
F -2.363 -1.427 3.252
F -2.203 -3.843 -0.058
F -4.505 -0.438 -0.100
O -1.774 -1.101 0.494
O 0.556 7.012 0.891
O -1.269 1.854 -2.284
O -1.683 1.586 -0.924
O 1.088 -2.112 0.165
O -0.062 6.252 2.808
O 0.989 2.584 -2.458
O 3.178 1.208 -2.401
O 1.051 0.404 -0.829
O 0.952 0.038 -3.441
N 0.075 6.157 1.606
N 2.156 -1.281 1.978
N 3.328 -1.882 0.055
C -0.571 3.563 -0.946
C -0.095 4.729 -0.374
C 4.583 -1.570 2.096
C 0.894 -1.097 2.678
C 2.175 -1.760 0.730
C -1.607 2.851 1.143
C -1.306 2.669 -0.198
C 3.364 -0.902 2.701
C -4.012 -1.681 -0.079
C -0.368 2.938 -2.284
C -0.403 4.927 0.960
C -2.843 -1.790 0.944
C -1.136 4.017 1.721
C -3.292 -1.198 2.310
C 4.566 -1.347 0.597
C 3.289 -2.271 -1.344
C -2.466 -3.286 1.136
H 4.652 -0.280 0.361
H 2.627 -3.124 -1.480
H 3.465 0.189 2.681
H 4.558 -2.642 2.302
H 5.491 -1.161 2.537
H -1.331 4.242 2.758
H 0.621 -1.988 3.244
H 4.295 -2.555 -1.645
H 0.084 -0.875 1.985
H 0.493 5.454 -0.915
H 1.009 -0.259 3.364
H 2.955 -1.450 -1.984
H -0.636 3.536 -3.160
H -2.180 2.129 1.694
H 3.238 -1.201 3.743
H 5.397 -1.859 0.112
*
```

Summary:
**Molecular weight**: 790.979 g mol⁻¹
**Energy above the lowest of the compared OMol25 structures with the same formula, charge and spin**: 0.0 kJ/mol
**HOMO-LUMO gap**: 8.96 eV
**HOMO**: -9.515 eV